1.
Formula: C24H46FNO8
Source: the Open Molecules 2025 dataset
Level of theory: ωB97M-V with the def2-TZVPD basis set

Structure (XYZ):
```
80
Properties=species:S:1:pos:R:3:mulliken_spin:R:1
H -16.848 -16.934 18.296 0.002
C -14.313 -15.207 16.823 0.003
H -15.774 -15.877 23.656 0.014
C -16.823 -6.271 21.821 -0.066
C -13.629 -8.362 18.052 0.163
H -16.964 -5.729 20.886 -0.032
H -15.284 -17.394 20.818 -0.017
O -13.795 -8.925 25.701 -0.331
O -17.796 -7.934 23.191 -0.126
H -12.517 -17.885 21.253 0.003
H -12.435 -16.824 17.355 0.000
H -11.750 -15.767 19.250 0.024
H -17.770 -12.938 22.746 -0.057
C -13.568 -16.892 19.653 -0.107
H -11.672 -9.292 28.167 -0.122
C -16.199 -16.058 18.282 0.057
H -14.643 -15.945 21.408 0.055
H -14.320 -10.414 28.383 -0.121
C -14.121 -9.908 22.356 -0.053
C -14.234 -7.087 18.725 -0.274
H -18.321 -14.178 21.561 0.032
H -15.027 -9.309 22.263 0.084
C -16.187 -14.899 23.905 0.287
C -17.913 -7.261 22.162 0.162
C -12.690 -15.645 19.788 0.054
H -13.758 -14.606 17.544 0.022
C -14.924 -16.508 17.465 -0.058
H -14.557 -17.718 15.614 0.001
C -19.265 -7.089 21.419 0.116
H -15.410 -14.494 19.639 0.028
H -15.470 -9.409 27.519 0.075
O -15.444 -6.886 18.798 -0.064
H -16.229 -14.782 24.988 -0.153
H -13.290 -9.275 22.668 0.121
H -19.136 -7.555 20.442 -0.026
H -19.271 -13.819 22.850 0.003
O -13.700 -10.508 21.163 -0.600
H -11.746 -10.431 26.740 -0.227
H -13.681 -18.916 20.234 0.000
O -18.024 -16.199 23.066 -0.012
H -16.656 -5.837 22.807 -0.086
H -12.400 -15.476 20.825 0.007
H -14.114 -8.711 28.705 -0.188
C -13.448 -9.260 26.838 -0.370
H -13.151 -14.699 19.504 -0.010
H -14.146 -8.501 17.103 0.000
C -15.396 -17.497 16.274 0.012
H -13.729 -9.189 18.756 0.030
H -16.789 -15.341 20.210 0.000
F -15.397 -11.652 23.316 0.119
C -13.321 -6.014 19.298 0.562
H -12.477 -6.047 18.609 -0.076
H -13.594 -4.975 19.113 -0.002
O -12.889 -17.648 17.547 -0.004
H -11.499 -8.754 26.470 -0.078
C -12.902 -18.154 20.270 0.020
H -16.756 -15.296 17.736 -0.010
H -19.432 -6.040 21.173 -0.020
H -20.133 -7.577 21.863 -0.015
H -12.907 -6.110 20.301 -0.179
C -14.135 -11.139 23.164 0.087
H -12.016 -18.360 19.669 -0.002
H -14.981 -14.568 16.246 -0.010
C -17.600 -15.080 23.266 -0.069
H -16.006 -6.976 21.671 0.193
H -13.590 -15.730 16.196 0.003
H -15.839 -18.406 16.680 -0.002
H -13.784 -10.935 24.175 -0.784
H -12.587 -8.159 17.806 -0.051
C -14.853 -16.456 20.468 -0.033
C -12.002 -9.450 27.140 0.851
C -15.853 -15.489 19.670 -0.072
C -18.212 -13.926 22.615 0.168
C -14.474 -9.421 27.961 0.643
N -14.012 -17.248 18.283 0.031
C -13.070 -11.666 21.347 2.778
O -12.511 -12.321 20.465 -0.387
H -15.630 -14.106 23.406 0.024
H -16.249 -17.064 15.752 0.000
O -13.186 -11.985 22.589 -0.936
```

Results
Net charge ... -1
Kohn-Sham gap (spin up / spin down) ... 0.0716 / 0.3299 Ha
HOMO level (spin up / spin down) ... 0.594 / -6.480 eV
Spin multiplicity ... 2
⟨S²⟩ ... 0.750
LUMO level (spin up / spin down) ... 2.54 / 2.50 eV

=====

2.
Formula: C24H46FeO24P2S
Source: the Open Molecules 2025 dataset
Level of theory: ωB97M-V with the def2-TZVPD basis set

Structure (XYZ):
```
98
Properties=species:S:1:pos:R:3:mulliken_spin:R:1
H -14.312 -19.757 -16.266 0.032
H -18.042 -18.419 -14.302 0.003
C -15.689 -22.060 -17.334 -0.125
O -18.338 -21.095 -6.763 0.000
C -15.026 -16.859 -10.884 0.002
H -14.979 -17.203 -16.789 0.000
H -10.969 -26.720 -16.827 -0.004
H -11.587 -28.060 -10.451 0.002
H -14.072 -27.687 -8.940 -0.001
H -11.891 -28.667 -12.001 0.003
O -15.231 -24.114 -20.132 0.000
H -12.593 -19.312 -16.495 -0.008
O -12.687 -26.938 -13.952 -0.001
C -18.963 -27.077 -12.436 0.003
C -15.557 -23.606 -19.020 0.004
H -9.409 -27.814 -12.569 0.001
O -15.152 -18.251 -12.810 -0.024
C -11.854 -26.984 -16.248 -0.020
C -11.533 -26.779 -14.802 0.055
O -18.413 -20.722 -9.055 -0.001
C -9.758 -28.271 -11.643 0.002
H -17.276 -23.451 -10.274 0.004
O -22.367 -21.679 -16.064 0.000
O -13.599 -18.710 -14.757 -0.064
C -18.307 -19.475 -14.257 0.011
H -9.507 -29.324 -11.511 0.001
H -12.606 -26.247 -16.528 0.020
H -16.590 -23.848 -16.258 0.001
O -18.376 -22.783 -8.374 -0.001
H -16.957 -20.130 -12.769 -0.007
H -11.003 -25.834 -14.688 0.005
H -13.277 -16.843 -16.651 0.001
H -16.090 -16.697 -11.059 0.001
H -16.154 -21.224 -17.857 -0.001
C -14.185 -17.464 -12.057 0.063
H -17.216 -21.134 -10.649 0.021
H -18.983 -26.501 -11.511 -0.001
O -17.544 -23.626 -13.306 -0.067
O -15.563 -23.189 -12.046 -0.042
O -12.719 -24.536 -12.856 0.416
O -22.822 -19.982 -14.510 0.000
O -21.913 -28.632 -13.243 0.000
O -16.626 -23.946 -18.417 -0.002
H -20.704 -23.397 -14.140 0.000
S -16.160 -23.925 -13.170 1.423
O -13.774 -26.769 -11.706 0.035
H -17.824 -22.899 -16.984 0.002
P -12.615 -26.018 -12.640 -0.583
H -19.524 -22.468 -15.122 0.001
O -15.800 -25.321 -13.067 -0.093
C -21.227 -22.664 -16.186 0.000
H -18.920 -21.392 -11.009 0.001
O -16.032 -19.571 -14.594 -0.009
H -17.990 -27.327 -12.859 0.001
H -18.800 -26.297 -14.356 -0.002
O -14.824 -22.686 -18.298 -0.015
O -11.291 -26.634 -11.919 -0.012
H -13.832 -16.598 -12.618 0.004
H -13.768 -17.779 -17.942 -0.002
P -14.700 -19.435 -13.745 0.044
O -20.837 -26.668 -13.723 0.000
O -14.270 -20.710 -13.151 0.227
C -18.171 -21.436 -10.219 -0.025
C -13.984 -17.640 -16.883 0.002
H -14.622 -15.877 -10.639 0.000
C -22.098 -20.932 -14.970 0.000
H -15.112 -17.510 -10.014 0.000
C -18.107 -22.918 -9.812 0.018
H -12.090 -28.015 -16.512 0.000
H -15.569 -26.586 -9.225 0.000
C -20.942 -27.897 -13.242 0.000
H -20.588 -22.510 -17.056 0.000
H -10.758 -27.469 -14.467 0.016
O -15.304 -23.309 -14.211 -0.209
H -19.095 -23.288 -10.084 0.000
H -17.129 -21.247 -14.134 0.007
C -14.693 -27.101 -9.618 0.010
C -16.793 -23.222 -17.127 0.007
H -13.309 -25.396 -10.042 -0.004
H -21.554 -23.698 -16.298 0.000
C -11.228 -27.979 -11.477 0.014
H -15.160 -21.764 -16.429 0.109
C -20.580 -22.639 -14.913 -0.001
H -18.762 -19.838 -15.178 -0.001
O -21.030 -21.381 -14.347 0.001
C -18.398 -21.507 -7.914 0.004
Fe -13.795 -22.798 -12.971 3.771
H -13.297 -18.043 -11.803 -0.003
H -14.905 -25.331 -10.661 -0.019
C -19.454 -26.174 -13.493 0.006
H -9.347 -27.656 -10.842 -0.001
H -19.068 -19.503 -13.477 0.000
C -13.567 -18.971 -16.142 0.005
O -19.906 -28.175 -12.535 0.000
H -15.277 -27.689 -10.325 -0.002
C -14.081 -26.023 -10.489 0.029
H -19.355 -25.139 -13.168 0.002
C -17.066 -20.196 -13.852 -0.042
```

Results
Net charge ... -1
Kohn-Sham gap (spin up / spin down) ... 0.1281 / 0.2962 Ha
HOMO level (spin up / spin down) ... -1.439 / -6.023 eV
Spin multiplicity ... 6
⟨S²⟩ ... 8.758
LUMO level (spin up / spin down) ... 2.05 / 2.04 eV

=====

So what do the calculations give for max |F|? Going down the list: 4.46, 5.63 eV/A.